{"formula": "C37H23Cl2CoN5O8", "method": "wB97M-V/def2-TZVPD", "spin_multiplicity": 2, "orbital_gap_ev": [6.9, 7.4], "total_charge": -2, "elements": ["Co", "O", "C", "O", "C", "C", "C", "C", "C", "N", "C", "O", "O", "H", "H", "H", "O", "C", "O", "C", "C", "C", "N", "C", "C", "C", "C", "C", "C", "C", "N", "C", "C", "C", "C", "C", "N", "H", "H", "H", "H", "H", "H", "H", "H", "H", "H", "Cl", "C", "C", "C", "C", "C", "Cl", "C", "N", "C", "C", "C", "C", "C", "C", "C", "C", "O", "O", "H", "H", "H", "H", "H", "H", "H", "H", "H", "H"], "positions_angstrom": [[-0.835, 0.206, 1.202], [1.597, 0.891, 5.731], [1.031, 0.855, 4.635], [1.345, 1.321, 3.544], [-0.364, 0.122, 4.671], [-0.775, -0.392, 5.899], [-2.040, -0.928, 6.029], [-2.873, -0.907, 4.924], [-2.380, -0.389, 3.733], [-1.146, 0.095, 3.602], [-3.278, -0.292, 2.504], [-4.467, -0.575, 2.635], [-2.715, 0.099, 1.439], [-0.077, -0.335, 6.721], [-2.380, -1.340, 6.973], [-3.887, -1.280, 4.956], [5.702, 1.413, 0.567], [5.258, 0.333, 0.973], [5.837, -0.714, 1.275], [3.701, 0.284, 1.063], [2.974, 1.475, 0.964], [1.596, 1.413, 0.990], [0.956, 0.228, 1.029], [1.639, -0.946, 1.137], [3.036, -0.926, 1.171], [0.754, -2.061, 1.192], [1.129, -3.412, 1.185], [0.176, -4.396, 1.163], [-1.181, -4.015, 1.123], [-1.494, -2.675, 1.136], [-0.587, -1.700, 1.197], [0.657, 2.511, 1.040], [0.974, 3.862, 0.917], [-0.031, 4.801, 1.003], [-1.338, 4.367, 1.232], [-1.584, 3.012, 1.329], [-0.626, 2.098, 1.236], [3.507, 2.411, 0.900], [3.610, -1.837, 1.268], [2.180, -3.657, 1.183], [0.449, -5.442, 1.151], [-1.963, -4.758, 1.087], [-2.526, -2.360, 1.088], [1.999, 4.160, 0.752], [0.182, 5.854, 0.875], [-2.153, 5.072, 1.303], [-2.583, 2.632, 1.487], [0.824, -1.783, -2.372], [1.532, -0.316, -2.930], [2.502, 0.273, -2.145], [3.142, 1.431, -2.548], [2.812, 2.004, -3.761], [1.834, 1.413, -4.534], [1.432, 2.153, -6.063], [1.149, 0.251, -4.158], [0.239, -0.324, -5.010], [-0.899, -1.052, -4.561], [-1.059, -2.346, -5.038], [-2.150, -3.103, -4.659], [-3.090, -2.554, -3.802], [-2.950, -1.256, -3.356], [-1.861, -0.470, -3.727], [-1.804, 0.941, -3.266], [-1.645, 1.162, -1.691], [-2.087, 2.227, -1.287], [-1.060, 0.250, -1.073], [2.772, -0.190, -1.212], [3.902, 1.864, -1.919], [3.298, 2.902, -4.111], [0.079, 0.224, -5.849], [-0.307, -2.754, -5.699], [-2.261, -4.115, -5.023], [-3.941, -3.140, -3.485], [-3.690, -0.819, -2.702], [-2.743, 1.441, -3.519], [-0.984, 1.506, -3.717]], "lowdin_spin": [0.948, 0.000, 0.000, 0.000, 0.003, 0.002, -0.001, 0.001, 0.002, 0.037, 0.000, -0.001, -0.004, 0.000, 0.000, 0.000, 0.000, 0.000, 0.000, -0.004, 0.000, -0.003, -0.005, -0.003, 0.000, -0.002, 0.000, -0.003, 0.000, -0.002, -0.003, -0.001, 0.000, -0.002, 0.000, -0.001, -0.002, 0.000, 0.000, 0.000, 0.000, 0.000, 0.000, 0.000, 0.000, 0.000, 0.000, 0.000, 0.000, 0.000, 0.000, 0.000, 0.000, 0.000, 0.000, 0.000, 0.000, 0.000, 0.000, 0.000, 0.000, 0.000, 0.004, 0.003, -0.001, 0.039, 0.000, 0.000, 0.000, 0.000, 0.000, 0.000, 0.000, 0.000, 0.000, 0.000]}

{"formula": "C37H24Cl2EuF4IN9O3S", "method": "wB97M-V/def2-TZVPD", "spin_multiplicity": 7, "orbital_gap_ev": [4.4, 4.3], "total_charge": -1, "elements": ["Eu", "C", "C", "N", "C", "C", "C", "O", "C", "C", "N", "C", "C", "C", "C", "C", "C", "I", "C", "O", "H", "H", "H", "H", "H", "H", "H", "H", "H", "H", "H", "H", "F", "C", "C", "F", "C", "C", "C", "F", "C", "C", "C", "N", "C", "N", "F", "C", "C", "N", "C", "N", "C", "C", "O", "H", "H", "H", "Cl", "C", "C", "C", "C", "C", "Cl", "C", "N", "H", "H", "H", "S", "C", "N", "C", "C", "N", "H", "H", "H", "H", "H", "H"], "positions_angstrom": [[0.345, 1.643, -1.080], [2.389, -1.249, -3.993], [2.709, -1.506, -2.556], [3.243, -2.648, -2.231], [3.530, -2.895, -0.949], [3.356, -1.990, 0.068], [3.740, -2.387, 1.477], [4.011, -3.753, 1.634], [2.790, -0.718, -0.235], [2.686, 0.263, 0.790], [1.930, 1.330, 0.807], [1.784, 2.030, 2.010], [1.957, 1.426, 3.266], [1.630, 2.063, 4.445], [1.117, 3.349, 4.426], [0.983, 4.002, 3.213], [1.330, 3.354, 2.043], [1.158, 4.458, 0.216], [2.410, -0.475, -1.597], [1.909, 0.631, -1.998], [2.853, -2.015, -4.606], [2.740, -0.261, -4.287], [1.311, -1.279, -4.144], [3.945, -3.874, -0.757], [2.957, -2.073, 2.183], [4.678, -1.892, 1.754], [3.205, -4.262, 1.482], [3.320, 0.067, 1.656], [2.298, 0.404, 3.321], [1.745, 1.520, 5.369], [0.821, 3.843, 5.337], [0.596, 5.008, 3.165], [0.268, -5.028, 0.773], [0.293, -3.891, 1.505], [0.649, -3.988, 2.832], [0.934, -5.220, 3.310], [0.701, -2.874, 3.711], [0.284, -1.670, 3.093], [0.027, -1.569, 1.746], [-0.219, -0.292, 1.240], [-0.018, -2.669, 0.881], [-0.419, -2.549, -0.507], [-0.625, -1.319, -1.037], [-0.889, -0.237, -1.425], [-0.720, -3.634, -1.334], [-1.054, -4.468, -2.054], [0.090, -0.554, 3.844], [1.151, -2.936, 5.048], [1.305, -1.793, 5.831], [1.476, -0.868, 6.501], [1.553, -4.112, 5.686], [1.904, -5.039, 6.275], [-0.131, 4.178, -4.412], [0.018, 3.407, -3.115], [1.149, 3.235, -2.611], [0.814, 4.171, -4.949], [-0.400, 5.207, -4.174], [-0.916, 3.743, -5.025], [-3.129, 5.021, -1.865], [-3.374, 3.646, -2.874], [-4.609, 3.365, -3.430], [-4.766, 2.240, -4.223], [-3.696, 1.394, -4.482], [-2.463, 1.687, -3.932], [-1.055, 0.689, -4.151], [-2.276, 2.809, -3.100], [-1.056, 2.971, -2.476], [-5.436, 4.032, -3.250], [-5.735, 2.010, -4.639], [-3.811, 0.523, -5.108], [-1.919, 2.337, 0.754], [-2.812, 0.967, 0.429], [-3.104, -0.001, 1.306], [-3.780, -1.119, 0.679], [-3.994, -0.621, -0.766], [-3.439, 0.720, -0.735], [-2.680, -0.052, 2.218], [-4.721, -1.323, 1.194], [-3.163, -2.020, 0.709], [-5.051, -0.574, -1.038], [-3.467, -1.242, -1.495], [-3.165, 1.191, -1.585]], "lowdin_spin": [4.050, -0.002, 0.025, 0.100, -0.015, 0.065, 0.014, 0.001, 0.031, 0.275, 0.165, 0.026, 0.036, 0.000, 0.040, -0.001, 0.033, 0.007, 0.092, 0.036, 0.000, 0.000, 0.000, -0.003, 0.004, 0.003, 0.000, 0.019, 0.005, -0.001, 0.003, -0.001, -0.006, 0.000, 0.058, 0.014, 0.030, 0.068, 0.001, -0.001, 0.080, 0.076, 0.024, 0.044, 0.010, 0.038, 0.017, 0.228, 0.029, 0.131, 0.029, 0.131, 0.000, 0.001, -0.003, 0.000, 0.000, 0.000, 0.000, 0.000, 0.000, 0.000, 0.000, 0.000, 0.000, 0.000, -0.004, 0.000, 0.000, 0.000, -0.003, 0.000, -0.001, 0.000, 0.000, 0.001, 0.000, 0.000, 0.000, 0.000, 0.000, 0.000]}

{"formula": "C37H25AsF5O2PtSeTe", "method": "wB97M-V/def2-TZVPD", "orbital_gap_ev": [5.7, 5.8], "total_charge": -1, "relative_energy_ev": 1.568, "elements": ["Pt", "C", "C", "C", "C", "C", "C", "As", "C", "C", "C", "C", "C", "C", "C", "C", "C", "C", "C", "C", "H", "H", "H", "H", "H", "H", "H", "H", "H", "H", "H", "H", "H", "H", "H", "Te", "C", "C", "C", "C", "C", "C", "H", "H", "H", "H", "H", "O", "C", "O", "C", "C", "C", "C", "C", "C", "H", "H", "H", "H", "H", "F", "C", "C", "F", "C", "F", "C", "Se", "C", "F", "C", "F"], "positions_angstrom": [[0.936, -0.882, 0.544], [-1.996, 4.518, 2.196], [-1.596, 3.322, 2.772], [-0.914, 2.382, 2.013], [-0.640, 2.627, 0.674], [-1.017, 3.842, 0.109], [-1.695, 4.783, 0.866], [0.421, 1.351, -0.345], [-0.333, 1.435, -2.120], [-1.644, 1.822, -2.368], [-2.144, 1.792, -3.661], [-1.339, 1.369, -4.707], [-0.038, 0.953, -4.459], [0.462, 0.978, -3.169], [1.953, 2.548, -0.497], [2.198, 3.371, -1.587], [3.329, 4.176, -1.612], [4.218, 4.164, -0.549], [3.963, 3.366, 0.558], [2.833, 2.566, 0.583], [-2.537, 5.250, 2.783], [-1.816, 3.125, 3.814], [-0.584, 1.449, 2.455], [-0.774, 4.048, -0.926], [-1.982, 5.727, 0.420], [-2.283, 2.125, -1.548], [-3.167, 2.091, -3.849], [-1.734, 1.345, -5.715], [0.584, 0.600, -5.271], [1.464, 0.615, -2.961], [1.515, 3.374, -2.428], [3.523, 4.805, -2.472], [5.117, 4.766, -0.587], [4.652, 3.355, 1.393], [2.632, 1.926, 1.436], [1.616, -2.736, 2.131], [-0.235, -3.381, 2.950], [-1.364, -3.604, 2.168], [-2.534, -4.084, 2.739], [-2.578, -4.400, 4.090], [-1.441, -4.224, 4.868], [-0.284, -3.709, 4.303], [-1.342, -3.400, 1.105], [-3.412, -4.225, 2.120], [-3.493, -4.780, 4.528], [-1.450, -4.492, 5.918], [0.598, -3.557, 4.915], [-2.308, -1.881, -2.350], [-1.732, -1.450, -1.352], [-0.463, -1.486, -1.183], [-2.646, -0.828, -0.278], [-3.926, -0.449, -0.680], [-4.847, 0.029, 0.237], [-4.514, 0.103, 1.584], [-3.249, -0.279, 1.998], [-2.320, -0.721, 1.066], [-4.177, -0.558, -1.727], [-5.835, 0.327, -0.094], [-5.241, 0.450, 2.308], [-2.992, -0.255, 3.051], [-1.327, -1.018, 1.411], [4.616, -5.907, -2.483], [4.386, -4.689, -1.990], [3.886, -3.689, -2.806], [3.666, -3.948, -4.100], [3.646, -2.432, -2.287], [3.172, -1.488, -3.102], [3.887, -2.126, -0.948], [3.536, -0.408, -0.248], [4.446, -3.140, -0.173], [4.792, -2.887, 1.089], [4.679, -4.406, -0.668], [5.217, -5.354, 0.107]], "mulliken_charge": [1.827, -0.483, -0.588, -0.421, 0.744, -0.319, -0.815, -0.194, 0.519, -0.218, -0.743, -0.573, -0.677, -0.896, 0.457, -0.307, -0.656, -0.511, -0.602, -0.588, 0.380, 0.424, 0.386, 0.413, 0.413, 0.499, 0.408, 0.366, 0.417, 0.542, 0.343, 0.399, 0.367, 0.405, 0.436, -0.102, 0.104, -0.289, -0.412, -0.563, -0.509, -0.513, 0.417, 0.395, 0.375, 0.353, 0.325, -0.788, -0.141, -0.902, 1.000, -0.545, -0.606, -0.603, -0.956, 0.682, 0.523, 0.398, 0.398, 0.505, -0.278, -0.318, 0.501, 0.112, -0.313, 0.449, -0.266, -0.131, -0.098, 0.024, -0.340, 0.268, -0.311]}